Entry 1:
Here is 2 unconnected molecules or ions with the total composition C3H7ClO2S from OMol25. Energies are from wB97M-V/def2-TZVPD.

XYZ file:
```
14
Properties=species:S:1:pos:R:3:forces:R:3
C -0.587029 -1.555539 -1.320965 1.15 -2.63 -1.87
C 1.048309 2.008301 0.476197 0.50 2.42 0.15
C 1.883794 1.390752 1.296754 -0.49 -1.38 -0.25
O -1.674947 -0.405988 0.639344 -0.39 -1.37 0.20
O -0.193034 1.621407 0.165975 0.45 0.48 -0.76
S -1.428336 -1.800839 0.201938 -0.63 0.65 0.77
Cl -3.232707 -2.654682 -0.612122 0.55 0.47 0.29
H -0.757821 -0.526618 -1.600925 0.23 0.25 -0.13
H -1.084271 -2.280809 -2.058356 0.94 1.20 0.83
H 0.535051 -1.887351 -1.237859 -2.10 0.95 0.06
H 1.278076 3.057033 0.097494 -0.29 -1.53 0.42
H 2.768213 1.834154 1.613235 1.45 0.93 0.16
H 1.790385 0.362222 1.656346 -0.56 0.30 -0.08
H -0.345683 0.837954 0.682944 -0.82 -0.74 0.21
```
Forces are in eV/Å.

Values from the calculation:
Strongest force on any atom ... 3.43 eV Å⁻¹
DFT total energy ... -1127.2930 a.u.
Highest occupied orbital energy ... -0.327 hartree
Net charge ... 0
Energy relative to the best compared isomer or geometry (same formula, charge and spin) ... 94.1 kJ/mol


Entry 2:
Here is a molecular structure, C30H59GaN3O3 from OMol25. Energies are from wB97M-V/def2-TZVPD.

XYZ file:
```
96
Properties=species:S:1:pos:R:3:forces:R:3
O 6.750057 -0.675172 2.173283 0.04 -0.12 0.25
C 5.946696 0.231878 2.918267 -0.88 0.92 0.44
C 5.940992 1.654712 2.350490 0.00 -0.59 -0.73
C 5.369580 1.752415 0.919395 0.49 0.72 0.08
C 5.528357 3.239149 0.439855 -0.31 -0.80 0.26
Ga 3.861038 4.392230 0.759820 -0.01 -0.07 -0.16
C 2.987425 4.035631 2.617515 -0.21 -0.01 -0.88
C 1.965721 2.882232 2.426103 0.33 0.64 0.47
C 1.473213 2.215803 3.744000 -0.48 -0.47 -0.31
C 1.628003 0.674293 3.839145 -0.22 0.40 0.07
N 1.545873 -0.054323 2.572532 0.69 0.28 1.59
C 0.711315 0.075316 1.537764 -1.57 0.65 -1.33
C 0.976677 -0.841416 0.550672 1.92 -0.97 1.58
C 2.133922 -1.631175 1.118502 -2.08 0.96 -1.54
C 2.379169 -1.081550 2.340802 1.13 -1.29 -0.40
H 6.156410 -1.209880 1.639069 0.08 0.13 -0.06
H 4.901935 -0.114230 2.947798 0.23 -0.05 -0.06
H 6.266072 0.292808 3.972574 0.31 -0.39 -0.33
H 6.977750 2.020208 2.300755 -0.17 -0.06 0.15
H 5.377955 2.331892 3.007228 0.09 -0.21 -0.01
H 5.947044 1.083659 0.258071 -0.11 0.04 0.25
H 4.323318 1.412659 0.867562 0.17 0.04 0.16
H 5.787003 3.198570 -0.628072 -0.01 0.40 0.20
H 6.374637 3.652173 1.011007 0.00 0.05 -0.42
H 2.763762 3.944117 -0.358128 -0.08 -0.07 0.08
H 4.176528 5.952950 0.503867 0.11 0.15 0.14
H 3.752076 3.813116 3.376629 -0.30 0.06 0.00
H 2.450742 4.966047 2.858632 0.24 -0.23 0.35
H 1.079398 3.314826 1.940820 0.28 -0.17 -0.12
H 2.379200 2.176027 1.697210 -0.20 -0.20 0.38
H 1.991490 2.639351 4.614512 -0.07 -0.04 -0.23
H 0.404568 2.448977 3.877097 0.23 0.00 0.03
H 0.881472 0.240600 4.523824 0.14 0.24 -0.05
H 2.611340 0.454724 4.270242 -0.12 -0.10 -0.26
H -0.058363 0.839591 1.519115 0.21 -0.03 0.10
H 0.448036 -0.902317 -0.391389 0.27 -0.19 0.08
H 2.652096 -2.453100 0.640812 -0.05 0.13 0.18
H 3.123931 -1.398732 3.059208 -0.16 0.22 0.02
C -4.903173 -0.206273 3.519757 -0.27 -0.30 -0.17
C -4.249481 1.020456 2.828290 -0.40 -1.13 1.72
C -5.039751 2.303464 3.129538 -0.27 0.40 -0.45
C -6.317197 2.462154 2.312239 0.07 0.00 0.00
C -6.004805 2.316677 0.825638 0.09 0.31 0.42
C -5.305261 0.993306 0.503362 -1.53 -1.07 -0.73
N -4.105409 0.759246 1.365012 0.59 2.65 -0.25
O -3.135142 1.501890 0.912065 0.20 -0.77 -0.12
C -6.331577 -0.149274 0.655123 -0.11 -0.13 0.30
C -4.939534 0.970442 -0.982019 0.64 0.21 -0.06
C -2.897950 1.159989 3.532674 0.55 0.25 -0.52
H -5.473607 -0.842751 2.850057 -0.06 0.13 -0.05
H -4.145834 -0.864440 3.948099 0.08 0.13 -0.01
H -5.569595 0.098113 4.329212 0.05 0.05 0.00
H -4.404588 3.173018 2.930604 0.10 -0.12 -0.10
H -5.280316 2.347413 4.193931 0.15 -0.18 0.02
H -7.069711 1.734804 2.631298 0.02 -0.04 -0.05
H -6.748407 3.449010 2.497978 -0.01 -0.03 0.03
H -6.929990 2.395076 0.248964 0.07 -0.18 -0.11
H -5.377109 3.156982 0.512081 0.13 -0.10 0.01
H -5.853772 -1.122735 0.529352 0.04 0.03 0.04
H -7.106250 -0.064574 -0.108630 0.12 0.12 -0.08
H -6.857222 -0.140998 1.608460 0.08 -0.03 0.02
H -4.311952 1.812940 -1.269278 0.11 -0.08 0.13
H -5.842438 1.027386 -1.591399 -0.11 -0.04 0.19
H -4.417305 0.048174 -1.243843 0.04 0.04 0.04
H -2.243745 0.315693 3.306903 -0.03 0.02 -0.06
H -3.041853 1.191452 4.614381 -0.24 -0.09 -0.04
H -2.375195 2.076021 3.257776 -0.01 -0.06 -0.13
C -1.046227 -4.518416 -4.755324 0.25 -0.34 0.10
C -0.747062 -3.004885 -4.583191 -1.18 -1.52 -0.69
C -0.257275 -2.390341 -5.904622 0.55 0.30 -0.10
C 1.200197 -2.691725 -6.236718 -0.04 0.03 0.04
C 2.092737 -2.306317 -5.060987 -0.37 0.23 -0.38
C 1.670716 -2.991935 -3.759522 1.42 -1.50 0.15
N 0.215503 -2.803391 -3.459758 0.26 2.56 -0.91
O 0.051841 -1.596719 -2.996053 -0.20 -0.53 0.60
C 2.026373 -4.490290 -3.862168 -0.21 -0.25 -0.19
C 2.549754 -2.478633 -2.618219 -0.33 0.56 0.34
C -2.120119 -2.390665 -4.294542 0.13 0.56 0.46
H -0.281600 -5.171506 -4.346252 0.10 0.10 -0.07
H -1.960422 -4.800161 -4.230103 -0.03 0.15 -0.02
H -1.176296 -4.784258 -5.806205 -0.02 0.06 0.00
H -0.373283 -1.302287 -5.861217 0.00 -0.02 0.19
H -0.894632 -2.725699 -6.726158 -0.14 -0.08 0.17
H 1.323079 -3.747222 -6.497537 0.01 -0.01 0.06
H 1.497909 -2.122104 -7.120511 -0.03 -0.03 -0.01
H 3.130078 -2.559393 -5.291998 0.01 -0.08 0.21
H 2.064238 -1.219294 -4.936092 -0.09 -0.03 0.13
H 1.656600 -5.039932 -2.994310 -0.04 0.04 -0.01
H 3.108996 -4.619197 -3.893061 0.00 0.18 0.06
H 1.647798 -4.969476 -4.764035 -0.07 0.01 0.04
H 2.509775 -1.395981 -2.505213 -0.20 -0.04 0.03
H 3.595254 -2.727622 -2.803279 -0.08 -0.16 -0.17
H 2.261923 -2.927323 -1.665898 -0.06 0.02 -0.03
H -2.507785 -2.722605 -3.329923 0.06 0.00 0.01
H -2.828767 -2.697992 -5.066134 0.15 -0.17 -0.06
H -2.097572 -1.301350 -4.295180 0.09 -0.03 0.10
```
Forces are in eV/Å.

Values from the calculation:
Strongest force on any atom ... 2.76 eV Å⁻¹
Multiplicity ... 3
DFT total energy ... -3493.0597 a.u.
Highest occupied orbital energy (spin up / spin down) ... -0.155 / -0.155 hartree
Net charge ... -1
⟨S²⟩ ... 2.01


Entry 3:
Here is 4 unconnected molecules or ions with the total composition C2H13N2O3 from OMol25. Energies are from wB97M-V/def2-TZVPD.

XYZ file:
```
20
Properties=species:S:1:pos:R:3:forces:R:3
C -0.086242 1.825357 -1.873650 -0.29 1.11 -0.53
N -0.378764 1.490501 -0.500782 -0.06 -1.00 0.40
C 0.425643 0.757239 0.225337 -0.26 0.13 0.27
N 0.049087 0.243127 1.367139 -0.16 -0.27 0.35
H -0.930463 1.580200 -2.517888 0.16 -0.22 0.08
H 0.817056 1.365959 -2.226050 0.25 -0.62 -0.03
H 0.091053 2.891459 -1.968119 -0.16 0.27 0.06
H -1.346577 1.474266 -0.178859 0.08 0.31 -0.28
H 1.442780 0.603815 -0.095268 0.15 0.00 -0.13
H -0.940172 0.247458 1.607797 0.18 -0.01 -0.04
H 0.668357 -0.324172 1.929306 0.15 0.05 -0.17
H -3.534352 0.213789 1.449670 0.32 0.84 0.28
H -3.190416 -0.559956 0.306568 0.75 0.25 -0.52
O -2.857263 0.239834 0.753296 -1.02 -1.02 0.29
H 0.578688 -2.326207 -1.690627 -0.11 -0.15 -0.11
H -0.894118 -2.074634 -2.085154 0.15 -0.14 -0.08
O -0.167210 -1.735009 -1.554523 -0.02 0.37 0.21
H 3.295125 -2.655536 2.802408 0.52 0.39 -0.45
H 3.835152 -1.461753 1.853420 0.52 -0.57 0.17
O 3.122627 -1.795739 2.395981 -1.15 0.29 0.22
```
Forces are in eV/Å.

Values from the calculation:
Strongest force on any atom ... 1.47 eV Å⁻¹
DFT total energy ... -419.0185 a.u.
Highest occupied orbital energy ... -0.526 hartree
Net charge ... +1
Energy relative to the best compared isomer or geometry (same formula, charge and spin) ... 26.1 kJ/mol


Entry 4:
Here is 2 unconnected molecules or ions with the total composition C3H8N4 from OMol25. Energies are from wB97M-V/def2-TZVPD.

XYZ file:
```
15
Properties=species:S:1:pos:R:3:forces:R:3
C -0.688467 0.325883 0.149323 0.86 0.34 1.50
C 0.561543 0.236296 0.734082 -2.13 0.21 0.78
N -1.178562 1.534292 -0.352365 0.57 -0.94 -0.43
N -1.537675 -0.759059 0.027656 0.32 0.30 -0.10
N 0.949988 -0.963343 1.396836 -0.05 -0.07 -0.38
C 1.303337 -0.121787 -1.394961 -0.80 1.29 -1.89
N 1.999183 -1.043252 -1.423357 0.28 -0.42 0.18
H 0.684688 0.692104 -1.866663 0.95 -0.98 0.74
H 1.003123 1.143390 1.132209 0.11 0.04 -0.39
H -1.102753 -1.632034 0.292528 -0.26 0.05 -0.08
H -0.622159 2.335992 -0.087042 -0.56 0.01 0.02
H -2.187790 1.596964 -0.354779 0.30 0.41 0.14
H -2.086575 -0.790054 -0.820169 0.13 -0.19 0.01
H 1.845685 -0.841445 1.851675 -0.05 -0.09 -0.12
H 1.056435 -1.713949 0.715027 0.34 0.04 0.04
```
Forces are in eV/Å.

Values from the calculation:
SMILES ... NC=C(N)N.C#N
Strongest force on any atom ... 2.42 eV Å⁻¹
DFT total energy ... -338.0717 a.u.
Highest occupied orbital energy ... -0.262 hartree
Net charge ... 0
Energy relative to the best compared isomer or geometry (same formula, charge and spin) ... 215.5 kJ/mol


Question: What is the DFT total energy in the second record?
Answer: -3493.0597 a.u.